# 1
Here is a structure of composition C30H54N3O2S4SbSi3Ti in a non-equilibrium geometry from the Open Molecules 2025 dataset. Energies are from wB97M-V/def2-TZVPD.

Geometry as ORCA input:
```
! wB97M-V def2-TZVPD RIJCOSX def2/J DEFGRID3
* xyz 2 1
Sb -1.9035 1.4007 -0.3163
Ti -0.4767 -1.2263 -0.1742
S 3.7395 -3.7187 1.2959
S 3.4050 -0.6223 2.4861
S 1.3871 -3.1879 2.9216
S -0.0189 -0.4636 3.0544
Si -0.0290 3.2721 -2.6669
Si -0.0987 3.9091 0.4326
Si -1.9712 -1.3075 -3.2208
O -0.5280 -3.0878 0.7325
O 0.0458 -2.6528 -1.2365
N -0.3043 -3.5953 -0.3821
N -2.4325 -1.4086 0.6538
N 0.9417 0.1679 -0.6717
C 1.3551 0.2307 4.0693
C 2.6614 -0.5461 4.1391
C -3.4194 2.2776 -1.5848
C -4.4709 -2.4475 1.3066
C 2.0745 -0.5776 -0.8169
C -1.8349 4.6181 0.6528
C 4.6289 -3.1581 2.7904
C 1.1130 5.3044 0.0481
C -0.5446 -1.7725 4.2511
C -0.1419 -3.2129 3.9090
C 1.7845 -4.9663 2.9053
C -4.2749 -1.4820 -0.8762
C 3.4832 1.3240 -0.7920
C 1.0614 1.5348 -0.7121
C -0.0846 2.4480 -0.8810
C 1.7227 3.6836 -3.2358
C -3.2892 -0.4811 -4.2941
C 2.3515 2.0935 -0.6908
C 3.3322 -0.0541 -0.9234
C -3.1790 -2.0540 1.5617
C 4.8828 -1.6563 2.7679
C -0.7064 2.0417 -3.9220
C -5.0378 -2.1320 0.0710
C -2.3954 -3.1488 -3.0037
C -0.2145 -1.2097 -3.9289
C -1.1075 4.8167 -2.7342
C 0.3997 3.0749 2.0497
C -2.9481 -1.1700 -0.5766
C -1.9420 -0.5579 -1.4404
C 2.9491 -5.2378 1.9262
H 2.5047 -1.5612 4.5018
H 2.3565 2.7993 -3.2950
H -6.0647 -2.3947 -0.1436
H -4.2924 -0.8269 -4.0419
H 1.9746 -1.6554 -0.8706
H 0.8797 -5.5008 2.6116
H -5.0352 -2.9767 2.0596
H 3.7156 -5.8529 2.3919
H 1.2179 5.5160 -1.0148
H -2.7229 -2.2353 2.5249
H -3.7416 3.2308 -1.1730
H -1.5533 -3.7654 -3.3169
H 2.2397 4.4301 -2.6337
H 0.1050 1.6024 -4.5006
H 0.4880 -0.7093 -3.2620
H -3.0450 2.4051 -2.5967
H -3.1159 -0.7549 -5.3365
H 1.6463 4.0903 -4.2467
H 4.1764 -0.7116 -1.0700
H 1.5354 1.2134 3.6386
H 4.4640 1.7797 -0.7990
H 1.4247 2.7055 1.9866
H 0.0712 -3.7796 4.8155
H 5.5502 -1.3950 1.9461
H -0.1005 -1.4995 5.2055
H -3.2507 -3.4333 -3.6176
H 2.1067 5.1180 0.4571
H -4.6780 -1.2085 -1.8408
H -2.6288 -3.4214 -1.9730
H -1.3676 2.5423 -4.6314
H -0.2086 -0.6930 -4.8872
H 0.9459 0.3526 5.0713
H 2.4255 3.1679 -0.6319
H -0.2677 2.2395 2.2734
H 0.1631 -2.2167 -4.1054
H -2.2653 4.9918 -0.2754
H 5.5787 -3.6925 2.8296
H -0.9071 -3.7420 3.3367
H 5.3358 -1.3333 3.7042
H 0.3498 3.7767 2.8836
H -4.2688 1.5956 -1.5766
H -1.6237 -1.6533 4.3312
H 3.3494 -0.0283 4.8091
H -2.1642 4.5943 -2.5870
H -2.5256 3.8864 1.0789
H 4.0288 -3.4397 3.6547
H 0.7476 6.2176 0.5210
H -1.0040 5.2389 -3.7357
H -1.2581 1.2360 -3.4462
H -1.7820 5.4578 1.3469
H -3.2901 0.6063 -4.2371
H 2.0439 -5.2405 3.9274
H -0.8233 5.5945 -2.0270
H 2.5951 -5.7292 1.0222
*
```

Values from the calculation:
**Strongest force on any atom**: 2.96 eV/Å
**ΔE to the lowest compared entry with this formula, charge and spin**: 1.983 eV
**Kohn-Sham gap**: 5.61 eV
**Electronic energy**: -137165.230 eV

Atomic partial charges in e from the Mulliken method, atoms 1 to 5: number 1, Sb, carries 0.69; number 2, Ti, carries -0.26; number 3, S, carries -0.09; number 4, S, carries 0.26; number 5, S, carries -0.01


# 2
Here is a cluster of 2 separate species, C9H14O in total in a non-equilibrium geometry from the Open Molecules 2025 dataset. Energies are from wB97M-V/def2-TZVPD.

Geometry as ORCA input:
```
! wB97M-V def2-TZVPD RIJCOSX def2/J DEFGRID3
* xyz 0 1
O 1.9814 -2.8188 -2.2688
C -1.5082 -0.6574 1.6611
C 0.5418 3.0318 -0.3376
C 1.1007 -2.3606 -1.3576
C -0.5248 3.6601 0.5000
C 0.7614 -0.9677 -1.3316
C -0.3180 -2.6805 0.5889
C -0.6100 -1.2955 0.6071
C 0.6014 -3.1731 -0.3600
C -0.0589 -0.4919 -0.3982
H 1.1062 3.8089 -0.9494
H 0.7413 -4.1974 -0.2982
H 2.0092 -3.8073 -2.3190
H -1.0960 2.8838 1.1298
H -0.5341 -3.4140 1.3554
H -0.1606 4.4110 1.2469
H 0.0066 2.4763 -1.0746
H 1.1750 2.4160 0.2612
H -1.3598 -1.2041 2.6922
H 1.1869 -0.3711 -2.1196
H -2.4181 -0.5402 1.2404
H -0.3303 0.6121 -0.5018
H -1.2021 4.2996 0.0025
H -1.0911 0.3801 2.0310
*
```

Values from the calculation:
**Strongest force on any atom**: 6.35 eV/Å
**ΔE to the lowest compared entry with this formula, charge and spin**: 1.400 eV
**Kohn-Sham gap**: 9.09 eV
**Electronic energy**: -11606.237 eV

Atomic partial charges in e from the Mulliken method, atoms 1 to 5: number 1, O, carries -0.55; number 2, C, carries -1.16; number 3, C, carries -0.73; number 4, C, carries 0.56; number 5, C, carries -0.79


# 3
Here is a cluster of 3 separate species, C33H45F8IN2O11 in total in a non-equilibrium geometry from the Open Molecules 2025 dataset. Energies are from wB97M-V/def2-TZVPD.

Geometry as ORCA input:
```
! wB97M-V def2-TZVPD RIJCOSX def2/J DEFGRID3
* xyz 0 1
I -3.9075 -2.1110 -0.8979
F -1.0799 -3.6931 -3.6491
F -1.9659 -5.9097 -2.8784
F 0.6097 -5.0052 -4.0481
F 3.0699 0.7373 -3.3608
F 2.2739 -0.8358 -4.5826
F 1.8208 1.2081 -5.0408
F -0.8689 -7.0545 -4.3122
F -2.6027 -5.9548 -4.9201
O -4.7222 1.6577 -1.5175
O 2.1847 4.2601 8.0038
O -6.1975 0.5114 -5.6534
O -5.6010 -2.4271 -7.1263
O -8.7186 0.6964 -2.5073
O 5.1056 0.7371 3.0424
O -2.2165 -0.4391 0.7807
O 3.0481 -0.4901 1.1538
O 5.8414 -0.7117 -0.1397
O -0.1745 1.8806 8.4149
O 2.3079 1.5341 6.6058
N -3.7300 -0.9871 -6.7238
N -5.8583 1.0596 -3.4293
C 2.4485 3.9992 6.6377
C -2.0018 0.3922 -1.4278
C -2.3818 0.0541 -2.8386
C -1.6820 -3.2200 -6.2553
C -3.3005 -0.6743 -5.3981
C 3.2501 4.9004 8.6663
C 4.0924 -0.2019 3.3629
C 4.9524 1.9609 3.7234
C -1.5401 -5.9359 -4.1220
C -0.6683 -4.3081 -5.9102
C -2.5466 -0.5260 -0.3434
C -6.9102 2.0670 -3.3102
C 1.7396 2.7551 6.1530
C 4.6248 -0.2909 -0.7299
C -5.4934 0.5308 -4.6836
C -4.7445 1.1050 -2.5865
C 0.7701 0.3032 -3.1137
C 6.4064 -1.8325 -0.7775
C -4.6952 -1.7229 -6.8859
C -0.1276 -0.9400 -3.2798
C -1.5161 1.5633 8.1263
C 2.1042 1.1901 7.9686
C 3.7891 -1.1072 2.1931
C -1.5349 -0.6226 -3.7307
C -1.1825 -1.7756 -6.0110
C -0.6488 -4.7026 -4.4454
C 3.7281 0.3899 0.2769
C 0.6943 0.7675 8.3115
C -3.6509 0.3687 -3.2778
C 1.9781 0.3459 -4.0299
C -4.1104 0.0226 -4.5321
C -2.0025 -1.0125 -5.0044
C -7.8564 1.7802 -2.1687
H -0.1312 -1.7760 -5.7496
H 0.3295 -1.6464 -3.9520
H 0.3399 -3.9877 -6.1682
H 4.4315 -0.8213 4.2043
H 0.7169 0.2422 9.2765
H -7.3082 1.5600 -1.2555
H 7.2715 -2.1389 -0.1929
H 3.1371 -1.9007 2.5655
H 3.9514 2.3774 3.5589
H 4.8489 0.4216 -1.5339
H 0.6716 2.7939 6.3736
H 0.3340 0.0686 7.5469
H 6.7328 -1.5952 -1.7972
H 2.9313 0.8810 -0.2886
H -1.2668 -1.2363 -6.9530
H -1.9605 -3.3351 -7.2994
H 3.1746 0.3129 3.6682
H -1.9421 0.8884 8.8782
H 2.0962 4.8514 6.0397
H 5.6959 -2.6668 -0.8188
H 5.1170 1.8371 4.7999
H 2.7445 0.3194 8.1273
H 2.9982 4.9402 9.7243
H 3.3985 5.9225 8.2983
H -0.8652 -5.2046 -6.4931
H 1.8521 2.7357 5.0660
H 5.6882 2.6571 3.3244
H -1.6113 1.0976 7.1383
H -8.4709 2.6589 -1.9781
H -0.2054 -1.4590 -2.3251
H -2.3981 1.3759 -1.1791
H 2.4452 1.9815 8.6378
H 0.1915 1.2076 -3.2820
H 4.2744 1.1628 0.8217
H -8.4656 -0.0732 -1.9950
H 4.1849 4.3402 8.5487
H 1.1488 0.3586 -2.0966
H -0.9333 0.4193 -1.2470
H 4.7008 -1.5741 1.8139
H -2.0791 2.4945 8.1297
H 3.5261 3.8829 6.4711
H -7.4800 2.0639 -4.2349
H 4.0901 -1.1447 -1.1651
H -6.4509 3.0496 -3.1970
H -2.5965 -3.3948 -5.6883
*
```

Values from the calculation:
**Strongest force on any atom**: 1.69 eV/Å
**Kohn-Sham gap**: 8.47 eV
**Electronic energy**: -90293.139 eV

Atomic partial charges in e from the Mulliken method, atoms 1 to 5: number 1, I, carries -0.05; number 2, F, carries -0.18; number 3, F, carries -0.25; number 4, F, carries -0.36; number 5, F, carries -0.27


# 4
Here is the molecule C5H9NO2 in a non-equilibrium geometry from the Open Molecules 2025 dataset. Energies are from wB97M-V/def2-TZVPD.

Geometry as ORCA input:
```
! wB97M-V def2-TZVPD RIJCOSX def2/J DEFGRID3
* xyz 0 1
O 1.2005 -2.2115 0.2872
O -0.0053 -0.4131 -2.0756
N 2.1043 0.4894 0.7016
C -0.0142 1.6094 0.2569
C 0.6837 0.3473 0.7133
C -0.4711 -0.8685 -1.0198
C 0.4540 -1.3191 0.0247
C -1.9252 -1.1296 -0.7484
H 2.4600 1.4412 0.6311
H 2.5801 -0.3128 1.1091
H 0.3452 0.0897 1.7210
H 0.2607 2.4446 0.9105
H -2.0776 -1.8290 0.0782
H -2.4265 -0.1879 -0.5192
H -2.3833 -1.5863 -1.6290
H -1.1015 1.5243 0.3002
H 0.3161 1.9119 -0.7416
*
```

Values from the calculation:
**Strongest force on any atom**: 3.87 eV/Å
**ΔE to the lowest compared entry with this formula, charge and spin**: 2.732 eV
**Kohn-Sham gap**: 8.94 eV
**Electronic energy**: -10913.844 eV

Atomic partial charges in e from the Mulliken method, atoms 1 to 5: number 1, O, carries -0.52; number 2, O, carries -0.58; number 3, N, carries -0.52; number 4, C, carries -1.47; number 5, C, carries 0.44


> strongest force on any atom of number 2 (C9H14O)?

6.35 eV/Å


> The lowest Kohn-Sham gap belongs to which entry?

C30H54N3O2S4SbSi3Ti